A 14-piece molecular cluster, C8H24B2O28 overall, computed with wB97M-V/def2-TZVPD.

CARTESIAN COORDINATES (ANGSTROEM)
O 0.98383 1.80515 -1.91888
C -0.23425 1.77376 -1.94286
O -1.05768 2.59864 -1.32030
B -2.50656 2.26603 -1.53913
O -2.50748 1.07022 -2.42400
C -1.17509 0.76987 -2.74751
O -0.85037 -0.13494 -3.56791
O -3.07796 3.40724 -2.23444
C -3.99577 3.93901 -1.42427
O -4.77908 4.79595 -1.70408
C -4.08644 3.06577 -0.17968
O -3.19549 2.13801 -0.25837
O -4.93810 3.20325 0.71094
O 2.15874 1.01380 4.06435
C 1.59447 0.78133 2.98956
O 1.77948 -0.34825 2.21342
B 0.78281 -0.23172 1.11486
O 0.34278 1.15252 1.18929
C 0.74964 1.75407 2.24557
O 0.58744 2.89783 2.56146
O 1.44834 -0.49334 -0.21580
C 0.78944 -1.44232 -0.87742
O 1.02298 -1.93384 -1.92877
C -0.42716 -1.85693 -0.02957
O -0.35512 -1.21175 1.12637
O -1.38825 -2.46325 -0.42024
O 1.86022 2.55575 6.49259
H 1.97402 1.96965 5.74440
H 0.92716 2.50247 6.69943
O 0.00350 -5.34254 -1.93679
H -0.42081 -4.48740 -2.00711
H 0.23224 -5.42151 -1.01069
O -3.99081 -1.69015 -0.00268
H -4.22554 -2.07115 0.84347
H -3.18190 -2.13752 -0.25120
O -2.22079 2.42414 2.53826
H -2.40117 2.07961 1.66361
H -1.72489 3.22782 2.38205
O 1.80166 -0.19709 -4.64030
H 1.15704 -0.48106 -3.99218
H 2.28893 0.50174 -4.20391
O -0.19865 4.26893 5.33017
H 0.68624 4.63214 5.36593
H -0.12728 3.52099 4.73711
O 3.30962 1.85923 0.04975
H 3.87548 1.30998 -0.49278
H 2.45397 1.43169 0.01356
O -0.37384 -2.51630 3.61306
H 0.04850 -2.62005 2.76037
H -0.96113 -1.76884 3.50063
O 3.16502 -3.40787 1.75172
H 3.13200 -2.45317 1.69093
H 3.68268 -3.67886 0.99355
O 3.94519 -1.83168 -1.64303
H 3.97061 -2.63654 -1.12555
H 3.08590 -1.84443 -2.06457
O 1.94906 -3.38430 -4.23906
H 2.17578 -2.50655 -4.54629
H 0.99225 -3.38948 -4.21223
O -1.38000 -2.56790 -4.59816
H -2.17878 -2.08771 -4.81632
H -0.99690 -2.07834 -3.87029

Its energy above the lowest of the compared OMol25 structures with the same formula, charge and spin is 9.1 kcal per mole. The orbital gap (spin up / spin down) comes out at 0.2624 / 0.1110 Ha. The charge is -1. As for the spin multiplicity: 2. The calculation puts the HOMO energy (spin up / spin down) at -0.3127 / -0.3127 Ha.

natural (NBO) population analysis, charges in e, atoms 1 to 5: atom 1 (O): -0.2086, atom 2 (C): 0.7085, atom 3 (O): -0.5147, atom 4 (B): 1.1531, atom 5 (O): -0.5349